Entry 1:
Computed, not measured: a 2-piece molecular cluster, H4O2 overall, with ωB97M-V/def2-TZVPD.

```
6
Properties=species:S:1:pos:R:3
O 6.2696 4.8426 -4.8844
H -6.8264 -4.4337 4.3849
O -6.2674 -5.1419 4.7393
H 5.4934 4.4795 -4.4809
H 6.7108 5.2983 -4.1599
H -5.3800 -5.0448 4.4011
```

Properties
**ΔE to the lowest compared entry with this formula, charge and spin**: 5.4 kcal/mol
**Largest force on an atom**: 0.842 eV/Å
**LUMO energy**: 1.08 eV
**SMILES string**: O.O
**DFT total energy**: -4159.70601 eV

---

Entry 2:
Computed, not measured: a 2-piece molecular cluster, H4O2 overall at a distorted geometry, with ωB97M-V/def2-TZVPD.

```
6
Properties=species:S:1:pos:R:3
H -0.6526 0.2009 0.0976
O 1.0860 -0.0761 -0.0492
H -1.7327 -0.8191 -0.2942
O -1.6120 0.0769 0.0476
H 1.9213 -0.2655 0.4309
H 0.9899 0.8829 -0.2326
```

Properties
**ΔE to the lowest compared entry with this formula, charge and spin**: 5.5 kcal/mol
**Largest force on an atom**: 1.205 eV/Å
**LUMO energy**: 0.61 eV
**SMILES string**: O.O
**DFT total energy**: -4159.70084 eV

---

Entry 3:
Computed, not measured: an isolated molecule of H4O2P2 at a distorted geometry, with ωB97M-V/def2-TZVPD.

```
8
Properties=species:S:1:pos:R:3
H -2.2755 1.2387 -0.7360
H 2.5485 0.5887 0.2446
P -0.9844 -0.6066 0.0017
H 1.9071 -1.3837 0.1777
O -2.1167 0.2612 -0.7598
H -1.2873 -0.2566 1.3635
O 0.3051 0.4040 0.2429
P 1.9033 -0.2458 -0.5346
```

Properties
**ΔE to the lowest compared entry with this formula, charge and spin**: 29.0 kcal/mol
**Largest force on an atom**: 4.855 eV/Å
**LUMO energy**: 0.25 eV
**SMILES string**: OPOP
**DFT total energy**: -22736.68017 eV

---

Entry 4:
Computed, not measured: an isolated molecule of H4O2P2 at a distorted geometry, with ωB97M-V/def2-TZVPD.

```
8
Properties=species:S:1:pos:R:3
H -1.1826 -1.0884 -1.0622
P -1.0642 -0.0197 -0.2772
O 2.6884 -0.6051 -0.6322
H 2.0345 1.6024 -0.0433
O 1.4565 1.2221 0.6118
H -1.1229 -0.9497 0.8440
P 1.3719 -0.3069 0.0238
H 1.2566 -1.2206 0.9851
```

Properties
**ΔE to the lowest compared entry with this formula, charge and spin**: 26.7 kcal/mol
**Largest force on an atom**: 2.489 eV/Å
**LUMO energy**: -0.24 eV
**SMILES string**: O=[P@@H](O)P
**DFT total energy**: -22736.77832 eV

---

Entry 5:
Computed, not measured: an isolated ion of composition H4O2P3 and charge -1 at a distorted geometry, with ωB97M-V/def2-TZVPD.

```
9
Properties=species:S:1:pos:R:3
H 0.5263 1.3530 -2.0518
H -0.7988 -1.8145 0.0708
P 0.2355 0.5879 -0.8016
O -0.5949 1.5481 -0.1177
O -1.2409 -0.3144 2.5314
H 1.5557 0.6046 -0.3647
P 0.4646 -1.6143 0.4600
P 0.1596 -0.1504 2.0417
H -0.3071 -0.2001 -1.7681
```

Properties
**ΔE to the lowest compared entry with this formula, charge and spin**: 72.7 kcal/mol
**Largest force on an atom**: 4.631 eV/Å
**LUMO energy**: 4.05 eV
**SMILES string**: O=P#[PH][PH3][O-]
**DFT total energy**: -32025.26668 eV
**Charge**: -1

---

Entry 6:
Computed, not measured: H4O3P2 as an isolated structure at a distorted geometry, with ωB97M-V/def2-TZVPD.

```
9
Properties=species:S:1:pos:R:3
O -1.9979 1.3081 -0.4150
O -0.7541 -0.4455 0.6799
H 1.5549 -1.4117 1.0720
H -2.8923 1.6891 -0.3406
H 2.7595 -0.3371 -0.2749
P 1.3934 -0.5162 0.0877
O 0.7752 -0.7688 -1.2282
H 1.1123 0.7894 0.5481
P -1.9510 -0.3073 -0.1290
```

Properties
**ΔE to the lowest compared entry with this formula, charge and spin**: 26.9 kcal/mol
**Largest force on an atom**: 4.184 eV/Å
**LUMO energy**: -0.63 eV
**DFT total energy**: -24784.64330 eV

---

Entry 7:
Computed, not measured: an isolated molecule of H4O3P2 at a distorted geometry, with ωB97M-V/def2-TZVPD.

```
9
Properties=species:S:1:pos:R:3
P 0.9938 -0.6251 -0.2616
H -0.1538 2.4711 -1.0101
O 0.3564 -1.6868 -1.1608
H -0.4549 -1.9436 -0.8120
H -1.0787 2.3372 0.8658
P -1.1860 1.6806 -0.4254
H 1.1974 -1.1006 1.8431
O -0.4698 0.2815 -0.1727
O 0.7956 -1.4142 1.1337
```

Properties
**ΔE to the lowest compared entry with this formula, charge and spin**: 0.7 kcal/mol
**Largest force on an atom**: 6.265 eV/Å
**LUMO energy**: 0.78 eV
**SMILES string**: OP(O)OP
**DFT total energy**: -24785.78149 eV

---

Entry 8:
Computed, not measured: an isolated molecule of H4OP2S at a distorted geometry, with ωB97M-V/def2-TZVPD.

```
8
Properties=species:S:1:pos:R:3
P -0.9215 -0.7680 1.1235
S -0.5568 0.0314 -0.8868
H 0.2466 -1.5319 0.7714
O -1.2809 1.3949 -0.7802
P 1.5414 0.6077 -0.5911
H 1.0178 1.7637 -1.3117
H -1.7459 -1.7884 0.6890
H 1.9108 -0.4105 -1.5907
```

Properties
**ΔE to the lowest compared entry with this formula, charge and spin**: 62.0 kcal/mol
**Largest force on an atom**: 3.018 eV/Å
**LUMO energy**: -0.03 eV
**SMILES string**: O=S(P)#[PH2]
**DFT total energy**: -31522.62729 eV